1.
Molecular formula: C9H14
Method: DFT, ωB97M-V/def2-TZVPD

Atoms and positions in Å:
C 0.98 2.32 0.41
C 0.43 1.43 -0.60
C -0.92 1.40 -1.03
C -1.32 0.45 -2.01
C -0.35 -0.43 -2.58
C 1.00 -0.36 -2.10
C 1.40 0.54 -1.18
H 1.32 1.70 1.27
H 0.44 3.09 0.95
H 1.94 2.90 -0.04
H -1.64 2.15 -0.74
H -2.21 0.42 -2.34
H -0.74 -0.87 -3.48
H 1.75 -0.96 -2.65
H 2.45 0.75 -0.78
C 0.17 -1.90 1.96
C -1.27 -1.68 2.27
H 0.43 -2.98 2.02
H 0.38 -1.62 0.90
H 0.86 -1.36 2.64
H -1.52 -1.72 3.33
H -1.74 -0.79 1.93
H -1.86 -2.49 1.83

Calculated values
Frontier orbital gap ... 9.73 eV
SMILES ... Cc1ccccc1.CC
ΔE to the lowest compared entry with this formula, charge and spin ... 151.8 kJ/mol
Calculated total energy ... -351.27238 hartree

How positive or negative is each atom? The natural (NBO) charges in e answer that:
1 C -0.64
2 C -0.03
3 C -0.22
4 C -0.17
5 C -0.23
6 C -0.22
7 C -0.21
8 H 0.23
9 H 0.23
10 H 0.21
11 H 0.21
12 H 0.18
13 H 0.22
14 H 0.21
15 H 0.22
16 C -0.61
17 C -0.61
18 H 0.20
19 H 0.21
20 H 0.20
21 H 0.20
22 H 0.21
23 H 0.20

---

2.
Molecular formula: C3H11O3S
Method: DFT, ωB97M-V/def2-TZVPD

Atoms and positions in Å:
C 0.02 1.22 0.43
O -1.05 0.72 1.05
C 1.15 0.14 -0.01
C 0.74 -1.00 -0.91
S 1.70 -0.91 -2.40
H 0.60 1.89 1.13
H -0.30 1.66 -0.54
H 1.86 0.92 -0.36
H 1.50 -0.19 0.97
H -0.38 -1.05 -1.13
H 0.80 -1.95 -0.37
H 1.67 0.38 -2.54
H -0.50 0.01 2.52
H -1.00 0.98 3.57
O -0.43 0.20 3.51
H -3.11 -0.81 0.07
H -2.47 0.53 0.54
O -3.28 0.13 0.03

Calculated values
Frontier orbital gap ... 7.14 eV
ΔE to the lowest compared entry with this formula, charge and spin ... 82.5 kJ/mol
Charge ... -1
Calculated total energy ... -744.81119 hartree

How positive or negative is each atom? The natural (NBO) charges in e answer that:
1 C 0.01
2 O -0.95
3 C -0.47
4 C -0.56
5 S -0.05
6 H 0.11
7 H 0.11
8 H 0.19
9 H 0.20
10 H 0.23
11 H 0.23
12 H 0.11
13 H 0.50
14 H 0.46
15 O -1.02
16 H 0.44
17 H 0.51
18 O -1.04

---

3.
Molecular formula: C4H8OS2
Method: DFT, ωB97M-V/def2-TZVPD

Atoms and positions in Å:
O 1.10 -2.11 1.51
C 1.28 -0.88 0.94
C 0.75 -0.66 -0.43
S -1.05 -1.06 -0.34
C -1.63 0.64 -0.78
C -0.53 1.65 -0.40
S 1.00 1.03 -1.05
H 0.16 -2.19 1.54
H 0.81 -0.11 1.54
H 2.39 -0.66 0.92
H 1.26 -1.38 -1.12
H -1.73 0.52 -1.87
H -2.57 0.86 -0.30
H -0.47 1.74 0.69
H -0.75 2.61 -0.84

Calculated values
Frontier orbital gap ... 9.66 eV
SMILES ... OCC1SCCS1
ΔE to the lowest compared entry with this formula, charge and spin ... 36.4 kJ/mol
Calculated total energy ... -1028.80916 hartree

How positive or negative is each atom? The natural (NBO) charges in e answer that:
1 O -0.69
2 C -0.09
3 C -0.50
4 S 0.14
5 C -0.51
6 C -0.56
7 S 0.25
8 H 0.47
9 H 0.15
10 H 0.18
11 H 0.24
12 H 0.23
13 H 0.23
14 H 0.22
15 H 0.24

---

4.
Molecular formula: C11H22N6O5SSn
Method: DFT, ωB97M-V/def2-TZVPD

Atoms and positions in Å:
Sn -0.97 0.43 -0.17
C -0.01 -0.89 5.12
O 0.34 -1.80 4.07
C -0.14 -1.46 2.86
O -0.83 -0.49 2.64
N 0.26 -2.39 1.94
N 0.05 -2.16 0.58
H 0.29 -1.38 6.04
H -1.09 -0.71 5.13
H 0.51 0.05 5.00
H 0.93 -3.07 2.24
H -0.36 -2.97 0.15
H 0.92 -1.91 0.12
C 4.60 -0.12 -0.08
O 4.24 1.24 0.18
C 2.92 1.43 0.43
O 2.13 0.53 0.54
N 2.68 2.76 0.52
N 1.37 3.23 0.60
H 5.66 -0.10 -0.32
H 4.02 -0.50 -0.93
H 4.42 -0.74 0.79
H 3.43 3.37 0.21
H 1.08 3.63 -0.28
H 1.29 3.90 1.35
C -3.57 -1.02 1.25
O -3.88 -0.89 -0.13
C -2.91 -0.35 -0.90
C -3.41 -0.28 -2.31
H -2.74 -1.71 1.40
H -4.46 -1.40 1.75
H -3.30 -0.05 1.69
H -4.45 0.06 -2.32
H -3.40 -1.28 -2.78
H -2.80 0.37 -2.92
S -0.02 -0.02 -2.54
C 1.17 1.28 -2.57
N 0.61 2.57 -2.61
C 1.44 3.65 -2.94
C 2.79 3.46 -2.93
C 3.29 2.18 -2.70
N 2.44 1.09 -2.56
H -0.33 2.58 -2.97
H 0.95 4.59 -3.17
H 3.45 4.29 -3.14
H 4.35 1.98 -2.67

Calculated values
Frontier orbital gap (spin up / spin down) ... 6.48 / 5.86 eV
ΔE to the lowest compared entry with this formula, charge and spin ... 0.0 kJ/mol
Calculated total energy ... -1749.45320 hartree

How positive or negative is each atom? The natural (NBO) charges in e answer that:
1 Sn 0.96
2 C -0.25
3 O -0.52
4 C 0.89
5 O -0.64
6 N -0.48
7 N -0.64
8 H 0.20
9 H 0.20
10 H 0.19
11 H 0.39
12 H 0.37
13 H 0.39
14 C -0.26
15 O -0.53
16 C 0.89
17 O -0.66
18 N -0.48
19 N -0.63
20 H 0.19
21 H 0.21
22 H 0.18
23 H 0.38
24 H 0.36
25 H 0.35
26 C -0.25
27 O -0.53
28 C -0.15
29 C -0.71
30 H 0.18
31 H 0.19
32 H 0.19
33 H 0.21
34 H 0.22
35 H 0.23
36 S -0.37
37 C 0.29
38 N -0.63
39 C -0.08
40 C -0.29
41 C -0.08
42 N -0.51
43 H 0.41
44 H 0.21
45 H 0.22
46 H 0.19

---

5.
Molecular formula: H24Mg2O28S4
Method: DFT, ωB97M-V/def2-TZVPD

Atoms and positions in Å:
Mg 0.29 -1.37 2.52
Mg 0.73 1.71 -1.78
S -2.19 -3.41 3.21
O -3.09 -2.72 4.18
O -2.98 -3.98 2.09
O -1.26 -2.37 2.64
O -1.42 -4.47 3.90
S -0.42 -0.21 -0.45
O 0.87 -0.21 -1.15
O -0.24 -0.46 0.98
O -0.87 1.19 -0.66
O -1.31 -1.22 -1.07
S 3.62 1.89 -3.53
O 4.05 0.70 -4.32
O 3.40 3.05 -4.45
O 2.27 1.55 -2.90
O 4.58 2.22 -2.47
S 2.29 3.02 0.96
O 1.64 4.36 1.00
O 1.90 2.27 2.24
O 1.70 2.29 -0.22
O 3.74 3.09 0.90
O -1.05 -3.83 0.03
H -1.19 -3.00 -0.47
H -1.74 -3.83 0.76
O -3.63 -1.40 -2.39
H -2.74 -1.27 -1.98
H -3.99 -2.15 -1.91
O -3.31 -0.48 1.82
H -3.42 -0.49 2.78
H -2.56 -1.09 1.68
O -0.96 2.25 2.02
H -1.35 2.29 1.14
H -0.34 1.51 1.94
O -0.42 1.35 -3.45
H -1.38 1.34 -3.54
H -0.06 1.45 -4.34
O 1.19 -2.78 1.37
H 1.95 -3.34 1.54
H 0.69 -3.20 0.63
O 0.49 -1.93 -3.20
H -0.20 -1.72 -2.54
H 1.22 -1.34 -2.97
O 0.13 3.63 -1.86
H -0.57 4.02 -2.40
H 0.45 4.32 -1.26
O -3.72 1.57 0.15
H -3.56 0.81 0.77
H -2.87 1.66 -0.30
O 3.70 -0.88 -1.36
H 3.10 -0.14 -1.58
H 4.54 -0.51 -1.64
O -0.59 -0.07 3.78
H -0.29 0.72 4.24
H -1.47 -0.27 4.11
O 1.91 -0.28 2.43
H 2.03 0.78 2.39
H 2.68 -0.63 1.97

Calculated values
Frontier orbital gap ... 4.96 eV
Charge ... -4
Calculated total energy ... -4114.42534 hartree

How positive or negative is each atom? The natural (NBO) charges in e answer that:
1 Mg 1.81
2 Mg 1.80
3 S 2.59
4 O -1.11
5 O -1.08
6 O -1.23
7 O -1.08
8 S 2.65
9 O -1.11
10 O -1.14
11 O -1.14
12 O -1.10
13 S 2.58
14 O -1.11
15 O -1.12
16 O -1.24
17 O -1.06
18 S 2.60
19 O -1.11
20 O -1.11
21 O -1.18
22 O -1.04
23 O -1.04
24 H 0.50
25 H 0.52
26 O -1.00
27 H 0.52
28 H 0.46
29 O -0.97
30 H 0.48
31 H 0.52
32 O -0.98
33 H 0.48
34 H 0.49
35 O -0.97
36 H 0.49
37 H 0.51
38 O -1.02
39 H 0.48
40 H 0.55
41 O -1.01
42 H 0.49
43 H 0.50
44 O -0.98
45 H 0.47
46 H 0.53
47 O -1.03
48 H 0.50
49 H 0.48
50 O -0.99
51 H 0.51
52 H 0.47
53 O -0.99
54 H 0.51
55 H 0.51
56 O -1.12
57 H 0.54
58 H 0.50

---

6.
Molecular formula: C28H67F3N11O26P
Method: DFT, ωB97M-V/def2-TZVPD

Atoms and positions in Å:
C -4.20 -3.73 5.76
C -3.12 -2.98 4.97
C -2.58 -1.83 5.85
C -3.67 -2.47 3.63
C -2.72 -1.47 2.97
C -2.96 -1.31 1.48
O -2.08 -0.32 0.94
C -0.90 -0.83 0.37
C -0.77 -0.51 -1.14
C -1.40 0.80 -1.61
C -1.09 2.02 -0.75
C -2.91 0.72 -1.85
C 0.37 -0.33 1.10
O 0.18 -0.10 2.49
C -0.26 1.19 2.84
C 0.43 1.67 4.11
C 1.94 1.82 3.99
O 2.57 0.67 3.46
C 2.38 3.05 3.17
F 2.74 2.73 1.90
F 1.46 4.05 3.13
F 3.51 3.60 3.75
P 1.66 -1.65 0.83
C 1.75 -2.49 2.45
O 3.14 -0.89 0.62
H -4.81 -4.35 5.11
H -3.71 -4.38 6.49
H -4.80 -3.02 6.32
H -2.28 -3.66 4.79
H -1.51 -1.67 5.72
H -2.74 -2.09 6.89
H -3.14 -0.91 5.65
H -3.84 -3.33 2.99
H -4.62 -1.98 3.87
H -2.93 -0.49 3.41
H -1.68 -1.71 3.18
H -2.92 -2.25 0.93
H -3.96 -0.91 1.35
H -0.87 -1.93 0.46
H 0.28 -0.56 -1.41
H -1.25 -1.32 -1.68
H -0.96 1.01 -2.59
H -1.37 2.93 -1.29
H -1.68 2.01 0.17
H -0.03 2.10 -0.54
H -3.44 0.62 -0.91
H -3.17 -0.11 -2.51
H -3.24 1.66 -2.30
H 0.77 0.57 0.62
H -0.15 1.93 2.05
H -1.33 1.14 3.05
H 0.01 2.65 4.33
H 0.18 1.04 4.95
H 2.34 1.99 4.99
H 3.40 0.58 3.94
H 2.41 -2.00 3.16
H 0.74 -2.50 2.86
H 2.08 -3.50 2.27
H 3.21 -0.79 -0.33
C -6.60 -4.82 0.39
N -5.42 -3.95 0.67
O -4.34 -4.49 0.79
O -5.64 -2.76 0.74
H -6.26 -5.85 0.35
H -7.31 -4.67 1.19
H -7.02 -4.50 -0.56
C 7.00 -0.56 3.91
N 6.04 -1.49 4.56
O 5.57 -1.17 5.63
O 5.79 -2.52 3.96
H 7.13 0.30 4.55
H 7.94 -1.09 3.79
H 6.58 -0.28 2.95
C 2.10 -3.25 -3.23
N 0.62 -3.24 -3.08
O 0.22 -3.25 -1.94
O -0.06 -3.20 -4.08
H 2.53 -3.26 -2.23
H 2.38 -4.13 -3.79
H 2.39 -2.34 -3.76
C -1.58 2.94 -6.16
N -1.62 2.29 -4.82
O -1.11 2.88 -3.88
O -2.16 1.21 -4.75
H -1.07 3.89 -6.07
H -1.05 2.27 -6.83
H -2.61 3.07 -6.49
C -2.72 5.08 -10.34
N -2.59 4.26 -9.10
O -3.59 4.08 -8.44
O -1.48 3.83 -8.85
H -3.75 5.38 -10.44
H -2.06 5.94 -10.24
H -2.41 4.45 -11.17
C 5.70 -3.34 0.00
N 5.80 -3.40 -1.49
O 4.88 -2.94 -2.13
O 6.81 -3.88 -1.97
H 4.76 -2.88 0.26
H 5.76 -4.36 0.36
H 6.54 -2.76 0.36
C -5.83 1.31 -9.43
N -5.61 1.50 -10.89
O -4.97 2.47 -11.24
O -6.07 0.66 -11.63
H -5.36 2.13 -8.90
H -6.91 1.30 -9.27
H -5.40 0.35 -9.16
C 2.34 3.72 -2.40
N 2.26 3.01 -3.70
O 2.81 3.51 -4.67
O 1.64 1.98 -3.71
H 2.92 4.62 -2.54
H 1.32 3.94 -2.09
H 2.82 3.04 -1.69
C 5.03 5.54 2.02
N 5.95 6.49 1.35
O 5.47 7.34 0.64
O 7.14 6.34 1.57
H 4.01 5.78 1.74
H 5.29 4.54 1.69
H 5.17 5.63 3.09
C -3.55 -2.78 11.07
N -3.64 -2.69 9.58
O -4.56 -2.06 9.11
O -2.77 -3.26 8.95
H -4.38 -2.23 11.49
H -3.59 -3.83 11.33
H -2.60 -2.35 11.36
C 6.15 -0.26 -3.35
N 4.68 -0.20 -3.12
O 4.29 -0.06 -1.97
O 3.97 -0.31 -4.08
H 6.65 -0.16 -2.40
H 6.36 -1.22 -3.80
H 6.41 0.55 -4.02

Calculated values
Frontier orbital gap ... 7.36 eV
SMILES ... CC(C)CCCO[C@@H](CC(C)C)[C@@H](OCC[C@@H](O)C(F)(F)F)P(C)O.C[N+](=O)[O-].C[N+](=O)[O-].C[N+](=O)[O-].C[N+](=O)[O-].C[N+](=O)[O-].C[N+](=O)[O-].C[N+](=O)[O-].C[N+](=O)[O-].C[N+](=O)[O-].C[N+](=O)[O-].C[N+](=O)[O-]
Calculated total energy ... -4305.52268 hartree

Atomic partial charges in e from the Löwdin method, atoms 1 to 99:
1 C -0.09
2 C -0.42
3 C -0.07
4 C -0.18
5 C -0.17
6 C -0.19
7 O -0.11
8 C -0.34
9 C -0.11
10 C -0.40
11 C -0.07
12 C -0.07
13 C -0.39
14 O -0.16
15 C -0.19
16 C -0.08
17 C -0.26
18 O 0.01
19 C -0.50
20 F 0.13
21 F 0.13
22 F 0.08
23 P 0.96
24 C -0.23
25 O -0.33
26 H 0.07
27 H 0.07
28 H 0.07
29 H 0.13
30 H 0.07
31 H 0.03
32 H 0.08
33 H 0.09
34 H 0.12
35 H 0.11
36 H 0.11
37 H 0.11
38 H 0.12
39 H 0.12
40 H 0.10
41 H 0.10
42 H 0.09
43 H 0.07
44 H 0.08
45 H 0.06
46 H 0.07
47 H 0.08
48 H 0.07
49 H 0.10
50 H 0.12
51 H 0.12
52 H 0.12
53 H 0.13
54 H 0.16
55 H 0.10
56 H 0.03
57 H 0.03
58 H 0.03
59 H -0.02
60 C 0.05
61 N -0.44
62 O 0.07
63 O 0.07
64 H 0.09
65 H 0.10
66 H 0.10
67 C 0.04
68 N -0.46
69 O 0.07
70 O 0.06
71 H 0.09
72 H 0.10
73 H 0.10
74 C 0.04
75 N -0.44
76 O 0.03
77 O 0.06
78 H 0.06
79 H 0.10
80 H 0.09
81 C 0.03
82 N -0.41
83 O 0.04
84 O 0.07
85 H 0.10
86 H 0.10
87 H 0.07
88 C 0.05
89 N -0.42
90 O 0.06
91 O 0.06
92 H 0.10
93 H 0.10
94 H 0.10
95 C 0.06
96 N -0.42
97 O 0.04
98 O 0.07
99 H 0.08

---

7.
Molecular formula: C6H10N2O
Method: DFT, ωB97M-V/def2-TZVPD

Atoms and positions in Å:
H 0.79 -1.65 0.19
N 1.67 -1.13 0.22
N 1.50 0.02 -0.21
C 2.68 0.85 -0.13
C 2.36 2.22 0.57
H 2.90 1.02 -1.17
H 3.61 0.23 0.23
H 2.12 2.30 1.69
H 3.15 3.03 0.26
H 1.36 2.48 -0.03
C -3.28 -1.93 0.33
C -2.65 -0.72 -0.25
C -1.77 -0.17 -1.11
C -2.42 0.70 -0.14
O -2.70 1.79 0.31
H -3.24 -2.71 -0.43
H -4.34 -1.59 0.55
H -2.76 -2.08 1.24
H -1.18 -0.47 -1.91

Calculated values
Frontier orbital gap ... 9.68 eV
SMILES ... [H]/N=N/CC.Cc1cc1=O
ΔE to the lowest compared entry with this formula, charge and spin ... 479.2 kJ/mol
Calculated total energy ... -419.20399 hartree

How positive or negative is each atom? The natural (NBO) charges in e answer that:
1 H 0.31
2 N -0.33
3 N -0.13
4 C -0.29
5 C -0.64
6 H 0.21
7 H 0.19
8 H 0.23
9 H 0.22
10 H 0.23
11 C -0.67
12 C 0.00
13 C -0.22
14 C 0.52
15 O -0.59
16 H 0.23
17 H 0.25
18 H 0.25
19 H 0.22

---

8.
Molecular formula: C5H15N2
Method: DFT, ωB97M-V/def2-TZVPD

Atoms and positions in Å:
C -0.51 0.08 -2.92
C -0.23 -1.19 -2.56
N -0.85 -2.05 -1.67
H -1.44 0.58 -2.70
H 0.18 0.56 -3.59
H 0.68 -1.63 -2.95
H -1.66 -1.70 -1.19
H -0.25 -2.59 -1.08
C 0.12 1.29 1.03
C 0.34 0.00 1.79
C 1.63 -0.01 2.60
N -0.96 1.08 -0.01
H -0.16 2.12 1.68
H 0.99 1.58 0.45
H 0.31 -0.82 1.07
H -0.50 -0.21 2.47
H 2.48 -0.17 1.94
H 1.77 0.91 3.16
H 1.67 -0.86 3.28
H -0.62 0.46 -0.77
H -1.77 0.65 0.44
H -1.23 1.95 -0.48

Calculated values
Frontier orbital gap ... 9.14 eV
ΔE to the lowest compared entry with this formula, charge and spin ... 116.3 kJ/mol
Charge ... +1
Calculated total energy ... -308.74839 hartree

How positive or negative is each atom? The natural (NBO) charges in e answer that:
1 C -0.60
2 C 0.05
3 N -0.80
4 H 0.19
5 H 0.24
6 H 0.21
7 H 0.36
8 H 0.40
9 C -0.21
10 C -0.43
11 C -0.61
12 N -0.70
13 H 0.23
14 H 0.23
15 H 0.20
16 H 0.22
17 H 0.22
18 H 0.22
19 H 0.24
20 H 0.47
21 H 0.43
22 H 0.45